Here is a cluster of 4 separate species, C36H54BFN5O11 in total from the Open Molecules 2025 dataset. Energies are from ωB97M-V/def2-TZVPD.

The value obtained for the highest occupied orbital energy is -11.2 eV. The spin multiplicity is 1. As for the total charge: +1. The HOMO-LUMO gap is 8.20 eV.

Each atom is followed by the atoms it is bonded to, with distances in Å.
Cartesian coordinates (Å):
1 C 0.087 2.828 0.977  C2 1.512, H37 1.087, H38 1.088, H39 1.094
2 C -1.383 3.093 0.743  C1 1.512, C3 1.392, C7 1.404
3 C -1.852 4.386 0.958  C2 1.392, C4 1.389, H40 1.082
4 C -3.178 4.733 0.732  C3 1.389, C5 1.386, H41 1.080
5 C -4.072 3.773 0.286  C4 1.386, C6 1.384, H42 1.081
6 C -3.627 2.478 0.085  C5 1.384, C7 1.396, H43 1.083
7 C -2.297 2.120 0.310  C2 1.404, C6 1.396, C8 1.508
8 C -1.963 0.672 0.052  C7 1.508, N9 1.511, H44 1.086, H45 1.085
9 N -1.261 0.024 1.222  C8 1.511, C10 1.511, C22 1.518, H46 1.025
10 C -2.317 -0.588 2.113  N9 1.511, C11 1.523, H47 1.090, H48 1.084
11 C -1.725 -1.173 3.389  C10 1.523, B12 1.598, N17 1.480, H49 1.093
12 B -1.537 -0.061 4.521  C11 1.598, O13 1.379, N14 1.467
13 O -2.618 0.246 5.321  B12 1.379, H50 0.968
14 N -0.238 0.603 4.683  B12 1.467, C15 1.486, C16 1.475
15 C -0.488 2.066 4.621  N14 1.486, H51 1.088, H52 1.092, H53 1.095
16 C 0.322 0.279 6.008  N14 1.475, H54 1.094, H55 1.092, H56 1.089
17 N -0.496 -1.965 3.159  C11 1.480, C18 1.422, H57 1.017
18 C 0.422 -1.377 2.247  N17 1.422, O19 1.444, C22 1.548, H58 1.099
19 O 1.471 -2.343 2.026  C18 1.444, C20 1.294
20 C 2.625 -1.994 2.495  O19 1.294, N21 1.148
21 N 3.655 -1.683 2.894  C20 1.148
22 C -0.177 -0.982 0.875  N9 1.518, C18 1.548, C23 1.542, C31 1.550
23 C 0.948 -0.298 0.072  C22 1.542, O24 1.398, H59 1.097, H60 1.092
24 O 1.787 -1.279 -0.464  C23 1.398, C25 1.401
25 C 2.835 -0.720 -1.208  O24 1.401, C26 1.382, C30 1.386
26 C 4.118 -0.790 -0.699  C25 1.382, C27 1.390, H61 1.081
27 C 5.163 -0.252 -1.439  C26 1.390, C28 1.388, H62 1.080
28 C 4.909 0.358 -2.660  C27 1.388, C29 1.388, H63 1.080
29 C 3.614 0.424 -3.155  C28 1.388, C30 1.388, H64 1.082
30 C 2.565 -0.119 -2.427  C25 1.386, C29 1.388, H65 1.083
31 C -0.798 -2.193 0.133  C22 1.550, O32 1.191, N33 1.447
32 O -1.380 -3.050 0.720  C31 1.191
33 N -0.638 -2.218 -1.305  C31 1.447, C34 1.427, H66 1.021
34 C -1.792 -1.709 -1.973  N33 1.427, O35 1.180, F36 1.345
35 O -2.931 -1.909 -1.738  C34 1.180
36 F -1.412 -0.874 -2.956  C34 1.345
37 H 0.584 3.771 1.195  C1 1.087
38 H 0.580 2.415 0.099  C1 1.088
39 H 0.286 2.205 1.854  C1 1.094
40 H -1.152 5.132 1.308  C3 1.082
41 H -3.496 5.750 0.907  C4 1.080
42 H -5.101 4.034 0.083  C5 1.081
43 H -4.323 1.725 -0.264  C6 1.083
44 H -2.910 0.150 -0.049  C8 1.086
45 H -1.416 0.509 -0.871  C8 1.085
46 H -0.808 0.745 1.793  N9 1.025
47 H -2.961 0.246 2.391  C10 1.090
48 H -2.869 -1.332 1.551  C10 1.084
49 H -2.470 -1.884 3.754  C11 1.093
50 H -2.799 -0.462 5.957  O13 0.968
51 H 0.438 2.585 4.382  C15 1.088
52 H -0.895 2.446 5.559  C15 1.092
53 H -1.230 2.297 3.849  C15 1.095
54 H -0.334 0.599 6.822  C16 1.094
55 H 0.485 -0.795 6.120  C16 1.092
56 H 1.288 0.766 6.130  C16 1.089
57 H 0.008 -2.018 4.041  N17 1.017
58 H 0.873 -0.455 2.641  C18 1.099
59 H 1.522 0.343 0.753  C23 1.097
60 H 0.541 0.346 -0.710  C23 1.092
61 H 4.277 -1.261 0.261  C26 1.081
62 H 6.164 -0.310 -1.036  C27 1.080
63 H 5.722 0.769 -3.241  C28 1.080
64 H 3.434 0.888 -4.115  C29 1.082
65 H 1.550 -0.078 -2.802  C30 1.083
66 H -0.588 -3.214 -1.527  N33 1.021
67 O 4.110 1.972 -5.945  C68 1.203
68 C 4.652 1.319 -6.797  O67 1.203, O69 1.344, C72 1.509
69 O 4.590 -0.021 -6.704  C68 1.344, C70 1.434
70 C 5.065 -0.899 -7.734  O69 1.434, C71 1.513, H73 1.090, H74 1.088
71 C 6.550 -1.168 -7.614  C70 1.513, H75 1.090, H76 1.090, H77 1.090
72 C 5.451 1.962 -7.905  C68 1.509, H78 1.089, H79 1.087, H80 1.086
73 H 4.792 -0.516 -8.718  C70 1.090
74 H 4.504 -1.820 -7.587  C70 1.088
75 H 7.136 -0.257 -7.740  C71 1.090
76 H 6.865 -1.885 -8.371  C71 1.090
77 H 6.778 -1.575 -6.629  C71 1.090
78 H 6.451 2.175 -7.528  C72 1.089
79 H 4.970 2.901 -8.164  C72 1.087
80 H 5.532 1.362 -8.806  C72 1.086
81 O -1.955 -3.073 7.170  C82 1.204
82 C -1.179 -3.940 6.861  O81 1.204, O83 1.345, C86 1.509
83 O 0.134 -3.691 7.008  C82 1.345, C84 1.436
84 C 1.149 -4.688 6.812  O83 1.436, C85 1.514, H87 1.090, H88 1.088
85 C 1.554 -4.806 5.358  C84 1.514, H89 1.091, H90 1.089, H91 1.091
86 C -1.637 -5.240 6.245  C82 1.509, H92 1.090, H93 1.087, H94 1.086
87 H 0.832 -5.642 7.233  C84 1.090
88 H 1.990 -4.343 7.409  C84 1.088
89 H 0.723 -5.132 4.731  C85 1.091
90 H 2.367 -5.523 5.249  C85 1.089
91 H 1.894 -3.839 4.984  C85 1.091
92 H -1.781 -5.082 5.176  C86 1.090
93 H -2.592 -5.505 6.690  C86 1.087
94 H -0.953 -6.071 6.390  C86 1.086
95 O -6.349 3.932 -2.212  C96 1.201
96 C -5.794 3.483 -3.178  O95 1.201, O97 1.348, C100 1.511
97 O -5.867 2.154 -3.394  C96 1.348, C98 1.432
98 C -5.387 1.533 -4.592  O97 1.432, C99 1.514, H101 1.090, H102 1.088
99 C -3.906 1.225 -4.517  C98 1.514, H103 1.091, H104 1.090, H105 1.090
100 C -4.966 4.350 -4.098  C96 1.511, H106 1.090, H107 1.087, H108 1.086
101 H -5.641 2.135 -5.464  C98 1.090
102 H -5.957 0.609 -4.669  C98 1.088
103 H -3.310 2.134 -4.421  C99 1.091
104 H -3.582 0.696 -5.413  C99 1.090
105 H -3.701 0.597 -3.649  C99 1.090
106 H -3.973 4.461 -3.664  C100 1.090
107 H -5.436 5.329 -4.147  C100 1.087
108 H -4.870 3.969 -5.111  C100 1.086